1.
ORCA calculation (ωB97M-V with the def2-TZVPD basis set) on C32H56AgBN4O4P2Si as an isolated structure.

The geometry in XYZ format:
```
101
Properties=species:S:1:pos:R:3:lowdin_charge:R:1
H -0.052 -3.397 5.524 0.08
N -2.544 0.865 0.130 0.05
B 1.709 -0.404 0.017 -0.51
C -4.600 1.815 0.183 -0.07
H 5.115 -0.268 2.574 0.09
H 1.572 -3.043 -3.735 0.06
C 0.671 -2.751 -4.277 -0.13
H -2.340 -3.058 -2.506 -0.02
N -3.494 -0.069 0.144 -0.01
H 0.215 0.658 5.942 0.06
C 2.280 -0.086 2.553 -0.31
H -1.034 2.964 -3.355 0.09
C -2.411 3.312 0.126 -0.52
H 1.795 -1.703 -6.441 0.07
H 3.015 -0.560 3.206 0.05
H 0.577 -3.666 -1.452 -0.02
H -1.496 -1.165 -4.736 0.08
O -5.502 4.004 0.238 -0.02
H 2.223 -2.486 6.039 0.08
C -5.777 2.757 0.228 -0.62
H 7.264 -0.449 1.358 0.08
H 1.538 1.427 5.050 0.07
H -3.172 -3.579 1.632 0.00
H -2.311 -5.032 1.093 0.00
C -0.265 -2.472 4.976 -0.12
C -0.054 1.988 2.760 -0.12
H 3.041 0.127 -3.043 0.08
H 2.560 -2.761 3.000 0.07
H 2.815 -1.182 -5.102 0.07
C 2.416 -0.605 -2.511 -0.33
H -1.863 -0.217 4.697 0.05
C -2.634 -3.515 -1.557 -0.29
H -0.136 -5.089 -0.657 0.01
C 2.002 -1.586 5.451 -0.10
H 2.258 1.991 -1.982 0.07
H -1.418 1.557 -2.364 0.06
H 7.307 -0.688 -1.092 0.08
H 0.710 1.905 -1.124 0.04
H -0.723 -1.664 -6.248 0.08
H 1.874 -3.932 4.139 0.08
C -4.731 0.445 0.173 -0.03
H 2.719 -1.592 -2.885 0.08
C 0.107 -4.025 -0.531 -0.28
N 2.666 -0.525 -1.092 -0.04
C -3.196 2.029 0.150 -0.14
C 1.187 2.196 -2.058 -0.11
Ag -0.445 -0.654 0.066 0.47
H 0.945 2.427 2.722 0.07
H -0.303 1.655 1.752 0.04
H -3.143 -1.028 0.105 0.04
C -0.639 -0.988 -5.390 -0.12
C 0.451 1.338 5.120 -0.10
O -1.198 3.299 0.048 0.04
O -6.905 2.259 0.239 -0.02
H 1.051 3.276 -2.174 0.09
C -0.933 1.876 -3.287 -0.11
H -0.677 -1.754 5.687 0.06
H -1.543 -3.899 2.218 -0.02
H -0.705 0.033 -5.763 0.06
H 1.860 0.001 -5.995 0.05
H -3.662 -3.196 -1.354 0.00
H -0.186 -2.999 -3.648 0.06
H -1.027 -2.690 4.224 0.07
P 0.570 -0.668 3.008 1.11
H 5.186 -0.741 -2.390 0.09
H 1.596 -0.841 6.133 0.05
C 1.855 -1.010 -5.593 -0.10
C 0.553 1.496 -3.267 -0.70
C 5.167 -0.645 -1.311 -0.04
Si -1.447 -2.976 -0.135 0.37
N 2.617 -0.382 1.176 -0.04
H 2.307 1.750 -4.542 0.07
H 2.955 -1.214 5.073 0.06
C 6.357 -0.614 -0.575 -0.14
C -2.192 -3.969 1.339 -0.29
H -5.619 -0.162 0.186 0.12
H 0.784 1.690 -5.444 0.05
C 1.638 -3.080 3.493 -0.11
H 0.857 -3.928 0.260 -0.01
H 1.201 3.123 -4.509 0.08
H -2.147 1.500 4.387 0.08
C -0.166 0.867 3.806 -0.71
H -1.465 1.431 -4.130 0.06
H -4.191 4.251 0.228 0.02
H 2.356 0.990 2.743 0.08
H -2.131 0.349 3.043 0.07
H -2.648 -4.605 -1.688 0.00
C 0.674 -1.260 -4.650 -0.71
H -0.750 2.792 3.018 0.09
H 0.621 -3.356 -5.190 0.08
O -3.111 4.414 0.187 0.06
C -1.665 0.597 3.999 -0.11
C 6.333 -0.481 0.804 -0.14
C 1.250 2.028 -4.519 -0.11
C 3.965 -0.543 -0.633 -0.19
C 1.021 -1.948 4.333 -0.71
H 0.948 -3.411 2.714 0.06
H 0.051 2.324 5.382 0.08
P 0.628 -0.373 -2.969 1.11
C 5.120 -0.383 1.497 -0.04
C 3.937 -0.429 0.779 -0.19
```

The HOMO energy comes out at -1.05 eV. Its net charge is -2. As for the calculated total energy: -2917.1306 Ha. As for the multiplicity: 1. The lowest unoccupied orbital energy comes out at 4.17 eV. For the energy above the lowest of the compared OMol25 structures with the same formula, charge and spin, the calculation gives 18.6 kcal/mol.



2.
ORCA calculation (ωB97M-V with the def2-TZVPD basis set) on C32H56BaN3OP2 as an isolated structure in a non-equilibrium geometry.

The geometry in XYZ format:
```
95
Properties=species:S:1:pos:R:3:lowdin_charge:R:1
C 4.047 1.732 2.085 -0.10
H 5.419 1.184 -2.212 0.09
C -0.653 -0.343 4.590 -0.16
H 1.872 0.153 -2.482 0.05
C 5.173 -0.506 1.980 -0.09
H -3.331 1.417 1.338 0.07
H 3.114 2.306 1.988 0.07
H 3.486 -0.216 4.033 0.09
C -0.269 3.594 2.065 0.02
H -0.634 -1.419 6.355 0.14
Ba -0.108 0.440 0.878 1.41
H -2.445 -4.104 2.049 0.09
C -3.382 1.615 0.254 -0.15
H -4.419 -0.956 2.291 0.06
H -2.747 -2.652 -1.776 0.07
H 4.767 2.119 1.351 0.07
H 3.614 -2.428 0.229 0.05
H -1.791 3.086 -5.553 0.10
H 0.735 4.401 -3.062 0.09
C -0.396 1.965 -2.636 -0.11
H -4.546 1.504 -2.244 0.10
C -1.990 -1.885 -1.552 -0.28
H -1.919 1.464 -4.817 0.10
N -0.369 1.472 -1.573 0.05
H 5.078 -1.597 1.945 0.08
H -2.882 0.929 -2.425 0.04
H -1.955 -1.157 -2.383 0.08
H -2.395 1.956 -0.103 0.01
N -0.632 -0.357 3.420 0.01
H 2.646 -1.351 2.962 0.08
C -0.372 -3.771 -2.033 -0.08
H -4.077 2.452 0.123 0.09
H -1.195 -2.902 1.646 0.07
H 3.320 -0.884 -2.614 0.09
C -3.874 0.656 -2.039 -0.10
H 3.497 2.772 -0.232 0.06
H 2.829 -4.231 -1.084 0.11
C 0.528 0.386 6.665 -0.08
C 1.848 -3.780 -1.191 -0.05
C 2.925 -0.296 3.093 -0.13
C -3.259 -2.366 1.057 -0.69
C -3.889 0.384 -0.530 -0.68
H -1.604 0.081 6.385 0.13
H 1.967 2.298 -1.016 0.03
P 2.874 -0.124 0.319 0.87
H -5.390 -2.478 0.510 0.06
H 1.996 0.282 3.223 0.03
H -5.723 -0.822 -0.632 0.08
H 1.701 2.418 -4.311 0.08
H 0.612 1.198 -5.026 0.10
H -2.593 2.884 -3.970 0.09
C -3.624 -1.707 2.405 -0.10
H 5.667 -0.244 2.929 0.09
H 4.458 1.932 3.084 0.09
H 5.845 -0.199 1.170 0.07
H 3.310 0.739 -3.366 0.08
H 0.513 1.438 6.363 0.08
H -4.241 -0.205 -2.614 0.10
C -0.656 -0.363 6.040 -0.20
H -5.419 -0.118 0.976 0.06
H -5.947 0.917 -0.352 0.09
H 0.498 0.351 7.759 0.09
P -2.636 -0.997 -0.083 0.96
H 3.354 2.810 -2.013 0.08
C 3.820 0.214 1.946 -0.70
C -0.417 2.753 -3.903 -0.58
H 5.578 1.253 -0.442 0.06
H -1.185 -4.198 -2.618 0.10
C -0.235 4.236 -3.551 -0.03
C 1.627 -2.503 -0.615 -0.37
C 0.846 -4.435 -1.873 -0.07
H -4.643 -3.997 1.060 0.09
C 2.738 -1.819 -0.005 -0.34
H 0.993 -5.418 -2.311 0.11
C 2.973 0.155 -2.491 -0.10
C 0.728 2.269 -4.803 -0.04
H 1.469 -0.064 6.334 0.08
C 5.092 0.714 -1.268 -0.10
C -1.765 2.531 -4.602 -0.04
H -4.323 -3.390 -0.591 0.08
H -2.745 -1.223 2.857 0.03
H -0.274 4.855 -4.460 0.10
C 3.065 2.260 -1.103 -0.12
H -3.986 -2.491 3.087 0.10
C -2.118 -3.383 1.282 -0.08
H 0.731 2.824 -5.754 0.10
H -1.029 4.569 -2.867 0.09
C -5.319 0.049 -0.102 -0.09
C 3.559 0.800 -1.220 -0.68
H 5.440 -0.332 -1.263 0.09
C -0.583 -2.542 -1.396 -0.37
C -4.478 -3.088 0.456 -0.09
O -0.385 4.383 2.897 0.06
N 0.374 -1.911 -0.688 -0.02
H -1.881 -3.948 0.369 0.08
```

The HOMO energy comes out at -7.90 eV. Its net charge is +1. As for the calculated total energy: -2200.4637 Ha. As for the multiplicity: 1. The lowest unoccupied orbital energy comes out at -2.37 eV. For the energy above the lowest of the compared OMol25 structures with the same formula, charge and spin, the calculation gives 3.8 kcal/mol.